(1)
Entry from the OMol25 dataset: C62H51IKN5O3S2 as an isolated structure (the ωB97M-V functional and the def2-TZVPD basis).

Last column: Mulliken charge in e.
Atoms and positions in Å:
K -1.2536 -1.0238 0.8012  1.121
N -3.1155 -0.3241 -3.5494  0.173
C -2.6786 -0.2979 -2.2710  -2.030
N -2.4810 -1.3291 -1.5290  0.637
C -2.6936 -2.5940 -2.0758  0.007
N -2.3761 -3.6834 -1.4780  -1.391
N -1.6011 -3.5751 -0.3410  0.843
C -1.9456 -4.3235 0.6269  -0.555
C -1.1129 -4.4464 1.8370  0.669
C -1.4928 -5.3391 2.8318  -0.965
C -0.6873 -5.4741 3.9495  -0.491
C 0.4733 -4.7249 4.0229  -0.984
C 0.7646 -3.8542 2.9805  -0.442
N -0.0099 -3.6991 1.9177  0.760
C -3.3178 -2.6926 -3.4099  0.817
C -3.6973 -3.9069 -3.9816  -0.382
C -4.2348 -3.9468 -5.2521  -0.789
C -4.4007 -2.7666 -5.9767  -0.417
C -4.0347 -1.5545 -5.4293  -0.830
C -3.4969 -1.5217 -4.1445  -0.142
H -3.2333 0.5484 -4.0373  0.274
H -2.4836 0.6972 -1.8828  1.620
H -2.8594 -4.9185 0.5715  0.281
H -2.4111 -5.9033 2.7298  0.443
H -0.9632 -6.1504 4.7482  0.410
H 1.1366 -4.7931 4.8743  0.441
H 1.6521 -3.2325 3.0181  0.542
H -3.5517 -4.8086 -3.4034  0.483
H -4.5257 -4.8933 -5.6875  0.407
H -4.8202 -2.7976 -6.9737  0.400
H -4.1620 -0.6324 -5.9838  0.416
I 1.0992 -0.1587 3.6011  0.205
C -0.4373 -0.1012 5.0422  0.171
C -0.2019 0.6015 6.1886  -0.701
C -1.2049 0.6523 7.1822  -0.600
C -2.3847 -0.0048 6.9912  -0.894
C -2.6298 -0.7400 5.8030  1.190
C -3.8500 -1.4326 5.6144  -1.107
C -4.0512 -2.1399 4.4619  -1.129
C -3.0587 -2.1568 3.4533  0.301
C -1.8446 -1.4987 3.5328  -0.257
C -1.6464 -0.8019 4.7679  -0.168
H 0.7418 1.1087 6.3403  0.422
H -1.0240 1.2092 8.0934  0.383
H -3.1569 0.0204 7.7530  0.355
H -4.6030 -1.3966 6.3944  0.320
H -4.9821 -2.6818 4.3176  0.408
H -3.3162 -2.7106 2.5457  0.120
C 2.1574 5.9788 -5.9484  -1.576
C 1.6049 4.9313 -5.0223  1.054
C 1.9456 3.5935 -5.1712  -0.815
C 1.4543 2.6357 -4.2939  -0.029
C 0.6284 3.0235 -3.2537  0.128
C 0.2606 4.3533 -3.0957  -0.667
C 0.7487 5.2959 -3.9800  -0.837
S 0.0164 1.7357 -2.1758  1.027
O -1.4769 1.8493 -2.1707  -0.868
C 0.5480 2.4427 -0.5995  0.338
C -0.4534 3.0186 0.2087  -0.537
C -0.1184 3.5453 1.4206  -1.023
C 1.2176 3.5041 1.8866  0.898
C 1.5764 4.0338 3.1491  -1.104
C 2.8614 3.9529 3.5982  -0.662
C 3.8511 3.3299 2.8090  -0.985
C 3.5371 2.8098 1.5861  -0.840
C 2.2121 2.8892 1.0894  1.339
C 1.8533 2.3545 -0.1814  -0.534
C 2.8774 1.7055 -1.0555  -0.816
C 3.7588 2.5035 -1.8420  1.332
C 3.7820 3.9167 -1.7382  -0.929
C 4.6330 4.6541 -2.5086  -0.866
C 5.4988 4.0203 -3.4261  -0.715
C 5.4962 2.6607 -3.5471  -0.939
C 4.6299 1.8667 -2.7566  0.948
C 4.6051 0.4538 -2.8738  -1.453
C 3.7799 -0.2984 -2.0940  -1.096
C 2.9308 0.3368 -1.1608  0.421
S 1.8090 -0.5663 -0.0800  1.956
O 0.5371 -0.7839 -0.8346  -0.854
C 2.6577 -2.1315 -0.0201  -0.037
C 3.8919 -2.2202 0.6082  -0.704
C 4.4942 -3.4599 0.7366  -0.853
C 3.8686 -4.6113 0.2587  1.167
C 4.5204 -5.9594 0.4037  -1.631
C 2.6226 -4.4918 -0.3479  -0.607
C 2.0040 -3.2580 -0.4860  -0.189
H 2.7189 5.5275 -6.7651  0.361
H 2.8266 6.6539 -5.4108  0.306
H 1.3578 6.5850 -6.3762  0.392
H 2.6087 3.2957 -5.9744  0.306
H 1.7287 1.5925 -4.4039  0.477
H -0.4006 4.6402 -2.2867  0.480
H 0.4708 6.3369 -3.8608  0.395
H -1.4723 3.0183 -0.1571  0.715
H -0.8782 3.9857 2.0553  0.388
H 0.8048 4.4870 3.7596  0.457
H 3.1242 4.3502 4.5697  0.426
H 4.8649 3.2599 3.1811  0.416
H 4.3002 2.3348 0.9814  0.514
H 3.1105 4.4050 -1.0434  0.530
H 4.6417 5.7331 -2.4212  0.463
H 6.1664 4.6181 -4.0334  0.425
H 6.1584 2.1676 -4.2488  0.460
H 5.2616 -0.0212 -3.5931  0.420
H 3.7701 -1.3773 -2.1747  0.640
H 4.3774 -1.3308 0.9958  0.493
H 5.4580 -3.5390 1.2249  0.314
H 5.4032 -5.9053 1.0394  0.371
H 4.8285 -6.3491 -0.5684  0.309
H 3.8281 -6.6800 0.8405  0.357
H 2.1111 -5.3811 -0.6978  0.396
H 1.0127 -3.1666 -0.9122  0.263
C -5.2527 1.2077 2.5272  -0.612
C -5.9814 1.1194 1.1808  -0.754
C -5.0578 0.2273 0.3296  -0.447
O -3.8891 -0.0237 1.1045  0.162
C -3.8085 0.9744 2.1209  0.237
H -5.5621 0.4046 3.1972  0.264
H -5.4050 2.1605 3.0329  0.377
H -6.0751 2.1082 0.7297  0.294
H -6.9826 0.7012 1.2735  0.324
H -4.7862 0.7221 -0.6101  0.074
H -5.5024 -0.7392 0.0884  0.423
H -3.3580 1.8918 1.7110  -0.031
H -3.1788 0.5828 2.9181  -0.177

Cartesian forces, eV/Å:
-0.559 -0.110 0.984
-0.058 -0.210 -0.154
-0.917 -0.359 0.287
-0.057 -0.653 -0.312
0.119 0.085 0.006
-0.023 -0.199 -0.030
-0.150 0.073 -0.091
-0.021 -0.003 -0.127
0.024 0.071 0.040
-0.039 0.025 -0.004
0.016 0.007 0.009
-0.018 -0.004 0.002
-0.036 0.059 0.036
0.065 -0.080 -0.152
-0.032 0.009 0.020
-0.011 0.004 -0.008
-0.005 -0.018 -0.004
-0.004 0.004 0.002
-0.018 -0.024 -0.013
0.066 0.078 0.004
0.024 -0.016 0.024
-0.570 -0.912 0.057
0.048 -0.075 -0.005
0.003 -0.001 -0.001
0.001 0.001 0.001
0.000 0.002 0.003
0.015 -0.018 -0.005
0.002 -0.001 0.004
-0.001 -0.001 -0.004
-0.004 -0.002 -0.005
-0.001 0.002 -0.001
-0.032 0.150 -0.051
0.014 0.017 0.039
0.023 -0.001 -0.015
-0.013 -0.008 0.002
0.002 0.005 0.009
0.023 0.001 -0.005
-0.005 -0.002 0.000
0.014 -0.004 -0.003
-0.060 0.033 0.023
-0.042 -0.007 0.103
-0.015 -0.025 0.009
-0.010 0.001 0.003
0.001 0.000 0.000
0.005 0.004 0.004
0.000 0.001 0.001
-0.003 0.006 0.005
0.000 0.011 0.003
-0.005 0.001 0.000
0.037 0.002 -0.007
0.033 0.026 0.020
0.049 -0.032 0.075
-0.032 -0.015 0.021
0.021 0.058 -0.011
-0.020 0.014 0.041
0.466 0.174 -0.183
1.043 1.881 -0.107
-0.059 -0.053 0.028
-0.007 0.001 -0.032
-0.005 -0.019 0.008
-0.007 -0.061 -0.019
-0.011 -0.007 0.028
-0.025 -0.015 0.036
0.015 -0.028 -0.038
0.020 0.021 0.001
-0.015 0.031 0.007
0.019 -0.059 -0.008
-0.080 -0.016 0.018
0.013 -0.003 -0.020
-0.081 0.017 -0.068
-0.017 0.026 -0.025
0.009 -0.011 -0.026
0.004 0.005 0.005
-0.010 0.022 0.012
-0.006 -0.003 -0.014
0.033 -0.010 0.007
-0.044 0.035 -0.081
0.368 0.037 0.014
0.545 -0.050 -0.397
-0.064 -0.028 0.022
-0.010 0.024 0.025
0.006 0.000 -0.009
0.010 -0.001 0.005
-0.011 0.009 0.003
-0.010 -0.011 -0.010
-0.004 0.019 -0.031
-0.002 0.006 0.000
-0.005 -0.008 -0.002
0.002 0.003 -0.003
-0.006 -0.002 -0.006
-0.004 -0.008 -0.001
0.000 0.004 0.000
0.001 -0.001 -0.001
-0.003 0.019 0.020
0.000 0.001 -0.006
0.006 0.004 -0.003
-0.002 0.004 -0.002
0.000 0.000 -0.003
-0.005 -0.003 0.018
0.010 0.001 -0.008
0.007 -0.005 0.001
-0.004 -0.003 0.003
0.002 0.001 0.004
-0.002 -0.005 0.003
0.012 0.004 -0.001
0.003 -0.004 0.008
-0.002 0.002 0.002
-0.001 -0.005 0.001
-0.001 0.000 -0.001
0.004 -0.002 0.001
0.000 0.002 0.000
-0.011 -0.006 0.008
0.003 -0.042 0.013
0.005 -0.005 0.009
-0.021 -0.038 -0.004
0.111 0.173 -0.026
-0.040 -0.015 0.009
-0.001 0.002 -0.004
-0.001 0.004 0.007
-0.004 0.006 0.002
-0.003 0.002 0.001
0.008 -0.003 0.005
0.010 0.001 -0.012
-0.015 0.016 0.003
0.019 0.003 -0.019

Properties
Frontier orbital gap: 5.5 eV
Calculated total energy: -124809.8339 eV
HOMO level: -5.68 eV

(2)
Entry from the OMol25 dataset: a 10-piece molecular cluster, C62H63F11N overall (the ωB97M-V functional and the def2-TZVPD basis).

Last column: Mulliken charge in e.
Atoms and positions in Å:
C 2.3667 3.8506 -2.3728  -0.803
C 2.0238 5.1379 -3.3679  0.022
C 2.3298 6.4964 -2.5032  -0.792
C 1.3285 7.7650 -2.8426  -0.016
C 2.1809 9.1296 -2.3870  -1.089
N 0.0333 7.7564 -2.0321  0.265
F -0.6277 8.9133 -2.3980  -0.169
C -0.8885 6.5984 -2.3444  -0.337
C -2.4500 6.8081 -1.8905  -0.598
C -3.3323 5.6139 -2.6597  0.227
F -4.7120 6.0700 -2.9716  -0.353
H 2.1687 2.8270 -2.9427  0.020
H 3.4893 3.8407 -2.0140  0.337
H 1.6502 3.8371 -1.4187  0.250
H 2.7420 5.0057 -4.3103  0.373
H 0.9299 5.0367 -3.7702  -0.085
H 3.4233 6.8632 -2.8120  0.324
H 2.3886 6.2242 -1.3664  0.333
H 1.0475 7.8309 -4.0009  0.327
H 2.3996 8.9752 -1.2280  0.322
H 1.6154 10.1246 -2.6298  0.351
H 3.2258 9.2008 -2.9535  0.351
H 0.2393 7.8835 -1.0017  0.550
H -0.8757 6.3971 -3.4986  0.244
H -0.4626 5.6217 -1.8144  0.147
H -2.6312 6.7133 -0.7181  0.330
H -2.9363 7.8189 -2.2378  0.312
H -3.2711 4.6383 -2.0162  0.214
H -2.8044 5.3970 -3.7047  -0.054
F -2.0014 3.9046 -4.9929  -0.258
C -2.7012 2.8695 -5.4761  0.390
C -2.2779 2.2425 -6.6429  -0.471
C -3.0034 1.1615 -7.1436  -0.477
C -4.1515 0.7262 -6.4772  -0.561
C -4.5711 1.3653 -5.3096  -0.624
C -3.8392 2.4390 -4.8031  -0.048
H -1.3885 2.5998 -7.1515  0.423
H -2.6764 0.6596 -8.0508  0.397
H -4.7195 -0.1142 -6.8706  0.391
H -5.4673 1.0273 -4.7949  0.412
H -4.1460 2.9416 -3.8918  0.381
F -1.0889 1.9045 -0.1027  -0.391
C -0.8302 0.9098 -0.9620  -0.017
C -0.4924 -0.3470 -0.4723  -0.709
C -0.2280 -1.3842 -1.3666  0.140
C -0.2937 -1.1498 -2.7423  -0.976
C -0.6287 0.1165 -3.2241  -0.211
C -0.9039 1.1504 -2.3295  -0.517
H -0.4382 -0.5082 0.5994  0.472
H 0.0293 -2.3725 -0.9938  0.419
H -0.0830 -1.9579 -3.4395  0.488
H -0.6751 0.2976 -4.2952  0.649
H -1.1746 2.1385 -2.6867  0.674
F 0.8454 -4.5825 -1.3446  -0.373
C 2.0795 -4.6024 -0.8239  0.534
C 3.0283 -5.4748 -1.3457  -0.355
C 4.3149 -5.4922 -0.8072  -0.477
C 4.6354 -4.6438 0.2555  -0.529
C 3.6746 -3.7754 0.7757  -0.428
C 2.3915 -3.7503 0.2297  -0.423
H 2.7588 -6.1324 -2.1657  0.459
H 5.0662 -6.1650 -1.2132  0.390
H 5.6377 -4.6609 0.6782  0.435
H 3.9252 -3.1190 1.6055  0.370
H 1.6351 -3.0752 0.6159  0.473
F -2.0713 -2.6212 1.0932  -0.368
C -3.2601 -2.9822 0.5923  0.018
C -3.6411 -4.3190 0.6302  -0.468
C -4.8810 -4.6946 0.1134  -0.476
C -5.7223 -3.7297 -0.4460  -0.457
C -5.3287 -2.3912 -0.4840  -0.645
C -4.0937 -2.0144 0.0429  0.176
H -2.9710 -5.0557 1.0611  0.511
H -5.1916 -5.7360 0.1454  0.398
H -6.6874 -4.0238 -0.8530  0.388
H -5.9834 -1.6426 -0.9236  0.392
H -3.7757 -0.9772 0.0297  0.529
F -7.4453 -1.8907 4.9776  -0.311
C -6.1266 -1.6752 4.8822  0.347
C -5.4293 -1.1996 5.9873  -0.612
C -4.0553 -0.9799 5.8900  -0.120
C -3.3952 -1.2283 4.6840  -0.880
C -4.1048 -1.7008 3.5789  0.243
C -5.4766 -1.9309 3.6800  -0.451
H -5.9604 -1.0044 6.9133  0.434
H -3.4997 -0.6155 6.7505  0.341
H -2.3243 -1.0525 4.6072  0.398
H -3.5896 -1.8895 2.6402  0.189
H -6.0420 -2.3065 2.8336  0.418
F 2.8201 -5.5978 3.5319  -0.134
C 2.0931 -6.6668 3.1807  0.105
C 1.3774 -6.6459 1.9887  -0.007
C 0.6244 -7.7607 1.6202  -0.568
C 0.5868 -8.8809 2.4541  -0.513
C 1.3046 -8.8903 3.6510  -0.516
C 2.0663 -7.7797 4.0138  -0.428
H 1.4119 -5.7638 1.3578  0.468
H 0.0675 -7.7573 0.6865  0.415
H -0.0042 -9.7485 2.1685  0.371
H 1.2705 -9.7617 4.3005  0.366
H 2.6374 -7.7735 4.9362  0.414
F 6.1675 -2.1080 2.8673  -0.289
C 5.8634 -2.4546 4.1251  0.280
C 6.4255 -1.7501 5.1840  -0.476
C 6.1051 -2.1074 6.4936  -0.449
C 5.2336 -3.1734 6.7301  -0.509
C 4.6785 -3.8777 5.6606  -0.364
C 4.9904 -3.5130 4.3511  0.034
H 7.1069 -0.9303 4.9811  0.416
H 6.5332 -1.5579 7.3283  0.368
H 4.9875 -3.4546 7.7518  0.386
H 4.0037 -4.7097 5.8472  0.376
H 4.5609 -4.0438 3.5080  0.214
F -2.8216 1.1170 8.4473  -0.330
C -1.6426 1.6572 8.1116  0.369
C -1.6135 2.8828 7.4553  -0.381
C -0.3860 3.4480 7.1102  -0.352
C 0.7997 2.7753 7.4158  -0.451
C 0.7599 1.5432 8.0702  -0.367
C -0.4673 0.9837 8.4251  -0.376
H -2.5450 3.3867 7.2186  0.404
H -0.3522 4.4095 6.6038  0.351
H 1.7568 3.2144 7.1425  0.354
H 1.6839 1.0196 8.3034  0.373
H -0.5162 0.0311 8.9421  0.412
F -0.1032 -0.0697 -6.5597  -0.223
C 1.2155 0.1458 -6.6551  0.327
C 1.9128 0.6215 -5.5500  0.425
C 3.2868 0.8412 -5.6473  -0.638
C 3.9469 0.5928 -6.8533  -0.483
C 3.2373 0.1203 -7.9584  -0.504
C 1.8655 -0.1099 -7.8573  -0.506
H 1.3817 0.8166 -4.6240  0.004
H 3.8424 1.2055 -4.7868  0.398
H 5.0178 0.7685 -6.9301  0.384
H 3.7525 -0.0684 -8.8971  0.370
H 1.3001 -0.4855 -8.7037  0.430

Cartesian forces, eV/Å:
-0.589 -0.583 -0.221
0.822 -1.368 0.451
0.324 -0.173 -1.118
3.039 0.987 -0.725
0.021 -0.354 0.015
0.480 -0.540 -0.326
-0.167 0.128 0.180
-1.686 -2.148 -0.143
-1.351 -0.250 0.106
1.086 0.489 -0.848
3.199 -1.088 1.177
0.438 2.228 1.168
-2.301 0.217 -0.743
1.587 0.136 -2.011
-1.590 0.685 2.064
2.040 0.311 0.893
-2.539 -0.665 0.784
-0.388 0.727 -2.010
0.342 -0.361 2.753
-0.403 0.681 -2.416
0.959 -2.009 0.733
-2.429 -0.491 1.218
-0.303 -0.283 -1.150
0.218 0.719 2.232
-0.633 2.274 -1.060
0.683 0.221 -2.543
1.318 -1.906 0.560
-0.832 1.870 -1.219
-1.476 0.501 2.294
0.585 0.605 0.271
-0.993 -1.527 -0.755
0.067 0.149 0.095
-0.272 0.134 0.388
0.089 0.064 -0.013
0.315 0.032 -0.240
0.128 0.121 0.045
-0.059 -0.033 0.067
-0.024 0.132 0.188
0.115 0.178 0.088
0.194 0.092 -0.067
-0.011 -0.026 -0.085
-0.092 0.444 0.280
0.293 -1.081 -0.835
-0.008 0.128 0.060
-0.076 0.352 -0.243
0.012 0.019 0.072
-0.048 -0.157 0.324
0.024 0.057 0.134
-0.056 0.035 -0.099
-0.107 0.236 -0.083
-0.043 0.153 0.129
-0.154 -0.040 0.252
-0.012 -0.025 0.007
-0.387 -0.023 -0.133
1.280 0.034 0.398
-0.093 -0.001 -0.052
-0.256 0.306 0.269
-0.046 -0.024 -0.016
0.010 -0.246 -0.312
-0.054 0.059 -0.124
-0.011 0.084 0.076
-0.179 0.102 0.063
-0.197 0.021 -0.063
-0.084 -0.086 -0.220
0.038 -0.082 -0.003
0.378 0.081 0.148
-1.131 -0.481 -0.717
0.093 0.028 0.048
0.026 0.469 -0.072
0.039 -0.032 0.028
0.172 -0.359 0.152
0.110 0.027 -0.017
-0.040 0.103 -0.010
0.100 0.192 0.007
0.191 0.063 0.085
0.140 -0.112 0.109
0.025 -0.090 0.008
-0.197 -0.031 0.010
1.058 0.166 -0.074
-0.062 -0.008 0.020
-0.088 -0.135 -0.396
-0.078 0.010 0.052
-0.063 0.120 0.378
-0.076 0.003 -0.010
0.023 -0.045 -0.105
-0.163 -0.052 -0.139
-0.187 -0.041 0.014
-0.212 0.095 0.422
0.022 0.028 0.056
0.163 0.274 0.115
-0.723 -1.076 -0.368
0.019 0.083 0.019
0.202 -0.122 0.460
0.009 0.052 -0.032
-0.050 0.274 -0.312
0.056 0.105 0.022
0.035 -0.161 0.160
0.108 0.047 0.155
0.121 0.164 0.066
0.041 0.183 -0.109
-0.047 0.031 -0.083
0.061 0.085 -0.361
-0.286 -0.340 1.247
0.021 0.059 -0.073
-0.239 -0.300 -0.271
0.035 0.055 -0.038
0.246 0.319 0.053
0.056 0.045 -0.145
-0.070 -0.083 -0.018
-0.044 -0.090 -0.182
0.051 0.047 -0.202
0.113 0.169 -0.111
0.096 0.028 0.146
-0.186 -0.081 0.058
0.978 0.450 -0.269
-0.079 0.003 -0.004
0.110 -0.449 0.209
-0.066 0.023 -0.020
-0.293 0.270 -0.131
-0.066 -0.048 0.004
0.066 -0.085 0.062
-0.049 -0.174 0.095
-0.178 -0.091 0.065
-0.200 0.079 -0.016
-0.040 0.090 -0.056
-0.309 -0.072 -0.003
1.255 0.177 -0.128
-0.054 0.072 0.039
-0.132 -0.128 -0.487
-0.023 0.028 0.065
-0.112 0.103 0.389
-0.101 0.000 0.005
0.109 -0.071 -0.126
-0.118 -0.076 -0.120
-0.212 -0.051 0.007
-0.133 0.009 0.177
0.021 0.036 0.099

Properties
Frontier orbital gap: 7.3 eV
Calculated total energy: -96685.6795 eV
Charge: +1
HOMO level: -10.15 eV